(1)
Computed, not measured: a structure of composition C8H6Cl8 in a non-equilibrium geometry, with ωB97M-V/def2-TZVPD.

* electronic energy: -108562.3835 eV
* maximum force: 2.3 eV/A
* frontier orbital gap (spin up / spin down): 8.960 / 4.924 eV
* ⟨S²⟩: 0.769
* HOMO (spin up / spin down): -13.6 / -13.6 eV

```
! RIJCOSX wB97M-V def2-TZVPD def2/J DEFGRID3
* xyz 1 2
C 3.110 2.171 1.224
Cl 3.620 0.891 0.139
Cl 1.509 2.569 0.773
Cl 3.049 1.498 2.894
Cl 4.193 3.583 1.156
C 1.777 -2.556 -1.204
Cl 2.853 -3.849 -0.592
Cl 1.676 -1.356 0.064
Cl 2.362 -1.861 -2.703
Cl 0.253 -3.410 -1.368
C -2.602 0.761 1.134
C -1.715 1.521 0.345
C -1.214 0.994 -0.797
C -1.492 -0.335 -1.189
C -2.376 -1.084 -0.441
C -2.892 -0.605 0.761
H -3.034 1.198 2.022
H -1.426 2.516 0.648
H -0.495 1.523 -1.405
H -1.114 -0.800 -2.088
H -2.424 -2.145 -0.638
H -3.619 -1.226 1.264
*
```

(2)
Computed, not measured: a structure of composition C17H29F5NO3P2TeW in a non-equilibrium geometry, with ωB97M-V/def2-TZVPD.

* electronic energy: -67005.5970 eV
* maximum force: 7.2 eV/A
* frontier orbital gap (spin up / spin down): 6.183 / 6.826 eV
* ⟨S²⟩: 2.051
* HOMO (spin up / spin down): -12.1 / -12.3 eV

```
! RIJCOSX wB97M-V def2-TZVPD def2/J DEFGRID3
* xyz 1 3
C 1.658 0.929 -3.667
C 1.149 0.985 -2.387
N 0.344 0.029 -1.869
C 0.146 -1.083 -2.558
C 0.539 -1.144 -3.878
C 1.328 -0.150 -4.437
C 1.386 2.162 -1.481
P 1.307 2.022 0.343
W -0.493 0.250 0.106
P -1.555 -1.620 -0.438
C -0.592 -2.167 -1.896
C -0.880 0.253 2.261
C 0.025 -0.325 3.163
C -0.357 -0.383 4.498
C -1.602 0.096 4.888
C -2.504 0.638 3.970
C -2.154 0.703 2.624
O -0.673 3.878 -2.235
O -2.101 1.907 -2.022
H 2.334 1.760 -3.958
H 0.241 -2.004 -4.422
H 1.666 -0.199 -5.455
C 2.842 1.454 0.931
C 0.740 3.568 1.017
H -1.239 -2.693 -2.611
H 0.103 -2.906 -1.481
H 0.644 2.872 -1.913
H 2.373 2.684 -1.601
C -1.734 -3.063 0.589
C -3.244 -1.383 -1.155
H 0.940 -0.728 2.784
H 0.340 -0.782 5.228
H -1.895 0.048 5.937
H -3.491 1.004 4.286
H -2.803 1.105 1.848
H -1.365 1.371 -1.078
H -2.933 2.255 -1.699
H -1.245 3.051 -2.146
H -0.670 4.094 -3.203
H -2.142 0.417 -0.044
H 3.565 2.237 0.727
H 2.765 1.307 2.001
H 3.145 0.507 0.496
H 1.634 4.205 1.036
H -0.043 3.978 0.363
H 0.367 3.388 2.036
H -3.607 -2.224 -1.772
H -3.982 -1.184 -0.357
H -3.259 -0.475 -1.776
H -2.313 -3.872 0.124
H -0.727 -3.410 0.816
H -2.202 -2.783 1.535
F 3.499 -1.538 2.266
Te 2.815 -2.915 1.122
F 4.449 -3.789 1.424
F 2.175 -3.849 2.658
F 3.682 -2.079 -0.369
F 2.342 -4.381 -0.010
O 1.260 -2.025 0.840
*
```

(3)
Computed, not measured: a structure of composition C37H32BF4NO2P2Pt in a non-equilibrium geometry, with ωB97M-V/def2-TZVPD.

* energy relative to the best compared isomer or geometry (same formula, charge and spin): 4.8 kcal/mol
* electronic energy: -77853.7166 eV
* maximum force: 1.3 eV/A
* frontier orbital gap: 8.271 eV
* HOMO: -8.5 eV

```
! RIJCOSX wB97M-V def2-TZVPD def2/J DEFGRID3
* xyz 0 1
Pt 0.281 -0.076 0.187
C 2.998 0.974 2.460
C 1.637 1.018 3.140
P 0.389 -0.044 2.355
C -1.184 0.373 3.132
C -2.179 -0.605 3.150
C -3.450 -0.289 3.603
C -3.732 0.998 4.043
C -2.743 1.971 4.034
C -1.472 1.662 3.570
C 0.740 -1.705 3.005
C 0.801 -2.821 2.182
C 1.035 -4.078 2.728
C 1.194 -4.226 4.096
C 1.099 -3.118 4.931
C 0.863 -1.867 4.388
C 2.965 1.666 1.097
P 2.388 0.530 -0.193
C 3.749 -0.668 -0.220
C 5.057 -0.218 -0.416
C 6.115 -1.110 -0.353
C 5.879 -2.457 -0.095
C 4.583 -2.911 0.081
C 3.521 -2.016 0.012
C 2.559 1.484 -1.717
C 3.244 0.993 -2.825
C 3.268 1.721 -4.005
C 2.595 2.930 -4.089
C 1.883 3.409 -2.998
C 1.855 2.683 -1.820
H 3.331 -0.065 2.372
H 3.731 1.471 3.095
H 1.270 2.046 3.157
H 1.705 0.679 4.175
H -1.968 -1.601 2.782
H -4.224 -1.046 3.592
H -4.728 1.246 4.386
H -2.961 2.976 4.372
H -0.721 2.440 3.543
H 0.605 -2.712 1.126
H 1.068 -4.944 2.079
H 1.366 -5.208 4.518
H 1.193 -3.233 6.003
H 0.759 -1.013 5.048
H 3.956 2.035 0.830
H 2.292 2.526 1.109
H 5.250 0.826 -0.633
H 7.127 -0.755 -0.506
H 6.709 -3.150 -0.043
H 4.391 -3.960 0.267
H 2.510 -2.368 0.126
H 3.750 0.038 -2.776
H 3.792 1.329 -4.866
H 2.601 3.487 -5.017
H 1.320 4.330 -3.074
H 1.255 3.037 -0.988
O -3.552 -1.871 0.151
C -2.569 -1.153 0.170
O -1.354 -1.510 0.431
C -2.788 0.341 -0.048
C -3.998 0.814 -0.608
C -4.171 2.153 -0.725
C -3.163 3.039 -0.258
C -3.299 4.448 -0.299
C -2.307 5.257 0.172
C -1.117 4.689 0.685
C -0.962 3.333 0.730
C -1.990 2.478 0.272
N -1.830 1.122 0.359
H -4.727 0.087 -0.935
H -5.068 2.565 -1.174
H -4.208 4.871 -0.712
H -2.422 6.333 0.150
H -0.324 5.339 1.036
H -0.052 2.876 1.103
F 0.446 0.248 -3.936
B -0.387 0.054 -2.856
F 0.301 -0.844 -1.899
F -1.598 -0.519 -3.182
F -0.595 1.263 -2.148
*
```